27
Properties=species:S:1:pos:R:3:forces:R:3 method="wB97M-V/def2-TZVPD" multiplicity=6 lumo_ev="-10.64 / -11.84" e_tot_ha=-3069.06379 molar_mass_g_mol=292.39 total_charge=+2 s_squared=8.764
H -23.7147 18.2723 19.4848 0.0 0.0 -0.1
Cl -19.7986 18.5378 14.1009 0.6 0.0 -3.0
C -24.0499 15.8690 13.5441 1.0 1.2 -0.9
H -22.1389 16.9248 13.1136 -0.5 0.2 0.1
Cl -19.5623 23.2256 16.2098 0.2 -0.9 0.3
H -22.1322 17.9779 20.1771 0.0 0.1 0.1
H -21.6375 17.8174 16.2975 0.2 0.2 0.1
C -19.2160 21.4620 16.5327 -0.4 1.2 -0.3
O -24.5152 14.7876 13.3589 0.0 -0.1 0.2
H -23.1452 17.2858 16.9405 -0.2 0.1 0.4
C -24.9204 17.1133 13.6760 -1.6 -0.9 0.0
C -22.1165 17.5237 17.2353 -0.1 -0.7 -1.2
H -19.9206 20.9496 15.8905 0.2 -0.3 0.0
Fe -19.2389 18.6341 11.8343 -0.3 0.2 2.8
Cl -17.5430 21.0766 16.1354 -0.1 -0.2 -0.1
H -25.8954 16.8134 13.2838 0.0 0.1 0.0
C -22.6928 18.6530 19.5279 0.0 -0.1 0.0
H -21.6565 16.5754 17.5171 0.0 0.2 0.6
H -22.3342 16.0419 14.6709 0.2 0.2 0.0
H -22.6901 19.6717 19.9056 0.0 -0.1 0.3
H -19.4064 21.2349 17.5737 0.0 0.2 0.0
C -22.5035 16.0221 13.5884 -0.3 -1.0 0.5
O -21.6234 19.7461 17.7360 0.2 -0.1 0.0
H -25.0835 17.2497 14.7491 0.3 0.3 0.0
H -22.0389 15.1234 13.1889 0.0 0.0 0.0
H -24.6098 18.0005 13.1339 0.7 -0.1 0.2
C -22.0738 18.7080 18.1705 -0.2 0.5 -0.3